[1]
Below is C47H57B5N3O43V as an isolated structure at a distorted geometry, with properties calculated with ωB97M-V with the def2-TZVPD basis set.

Properties
expectation value of S² = 3.753
E_HOMO = -0.11696 hartree
spin multiplicity = 4
LUMO energy = 4.18 eV
net charge = -3
orbital gap = 0.270 Eh

XYZ file:
```
156
Properties=species:S:1:pos:R:3:forces:R:3
V 0.760856 0.214129 -0.019581 0.8 0.3 -1.2
O -1.347404 -2.198321 -6.938441 -0.7 1.2 2.7
C -1.346914 -1.425171 -5.974971 2.7 -0.1 -5.1
O -2.164764 -1.267351 -5.024891 -3.6 -0.5 3.3
B -1.765304 -0.212811 -4.102671 1.6 0.4 0.8
O -0.515324 0.309039 -4.706081 -1.2 1.5 2.2
C -0.344274 -0.256371 -5.824651 4.9 -1.7 -5.5
O 0.575376 -0.072821 -6.660801 -3.4 0.0 2.7
O -1.411504 -0.636211 -2.704381 -0.1 0.4 1.7
C -1.702704 0.355299 -1.827131 1.4 -2.2 -2.0
O -1.259594 0.479029 -0.711581 0.1 -0.4 0.4
C -2.528604 1.333429 -2.597901 -0.8 3.8 3.7
O -2.660244 0.907759 -3.756891 -1.4 -1.0 -4.8
O -2.925784 2.405689 -2.147851 0.3 -1.7 -0.5
O 4.215556 0.887599 3.194989 0.0 2.0 -0.2
C 4.155246 2.015619 2.711679 -0.4 -2.8 0.2
O 4.947986 3.038519 2.899559 -0.8 -0.5 -0.2
B 4.525486 4.032519 1.912679 2.0 4.1 -0.2
O 3.483436 3.510579 1.089879 -1.7 -1.3 -0.2
C 3.133736 2.321699 1.542969 2.7 0.9 0.3
O 2.421976 1.506549 1.052399 -1.2 -0.3 -0.3
O 4.120816 5.339549 2.568889 -0.7 -0.6 -0.5
C 4.727926 6.357679 1.952579 2.9 0.2 1.6
O 4.867726 7.468859 2.394389 -1.5 0.2 -0.1
C 5.850206 5.788959 1.017079 -1.7 1.7 -1.0
O 5.668066 4.508759 1.050989 0.2 -2.9 0.0
O 6.615536 6.454099 0.379729 0.0 -0.6 1.0
O 0.602606 2.392699 -0.832111 0.3 2.2 0.5
C 0.877706 3.585939 -0.933801 2.2 -0.1 -2.1
O 1.957516 4.101189 -1.608311 -2.2 -2.9 1.4
B 1.888536 5.550069 -1.750201 1.4 -0.1 -0.3
O 0.673656 5.880419 -0.979881 -1.5 0.1 1.1
C 0.097106 4.814519 -0.439941 -0.9 -0.5 2.0
O -0.799844 4.697319 0.419709 2.2 1.0 -2.3
O 1.863036 5.886779 -3.154651 1.5 1.8 -2.0
C 3.042046 6.559999 -3.515831 -1.2 0.6 -4.2
O 3.354316 7.031469 -4.640391 -1.7 -2.0 4.0
C 3.867376 6.703859 -2.293791 0.1 0.0 2.2
O 3.139906 6.153639 -1.291931 0.2 0.3 0.7
O 4.910766 7.265459 -2.147451 -0.5 -0.1 -0.5
O 6.804436 4.989799 -1.787481 -1.5 -1.6 -1.3
C 6.288986 3.906779 -1.976671 1.2 1.0 0.9
O 5.082966 3.565879 -2.459961 -0.4 -0.1 0.0
B 4.886556 2.070339 -2.419361 2.5 1.5 -1.1
O 6.205636 1.650249 -1.874681 -1.3 -3.2 0.1
C 6.986536 2.597989 -1.559501 3.6 2.5 1.7
O 8.102036 2.582499 -0.994141 -3.0 -0.7 -1.7
O 4.687096 1.457859 -3.760221 2.4 1.7 1.6
C 3.492266 1.027459 -3.846761 -2.4 -1.1 -2.8
O 3.015226 0.675479 -4.910351 -0.4 0.2 2.3
C 2.905876 1.040369 -2.389331 -2.7 -3.3 -2.1
O 3.745796 1.602729 -1.654661 0.9 1.3 2.6
O 1.914206 0.359319 -2.057701 0.9 1.7 0.6
O 5.594006 -2.938861 -4.858591 -1.6 -0.1 0.6
C 4.396226 -2.986021 -4.644391 1.5 0.1 -2.2
O 3.791406 -3.593481 -3.658281 -0.7 -0.5 1.4
B 2.327866 -3.277801 -3.654901 0.8 0.2 -1.4
O 2.118966 -2.754571 -5.000881 -0.1 0.1 -0.8
C 3.274746 -2.406281 -5.583061 0.4 5.6 -2.2
O 3.419176 -1.468621 -6.461601 -0.5 -5.8 3.8
O 1.377836 -4.377651 -3.347221 -1.0 1.1 2.7
C 0.625296 -3.968301 -2.248101 -2.0 -2.8 -0.2
O -0.280534 -4.620431 -1.665681 3.5 2.3 -2.2
C 1.076306 -2.538261 -1.891131 0.8 0.8 -0.1
O 2.068666 -2.192391 -2.660121 -0.6 -1.0 0.3
O 0.617656 -1.846541 -1.005491 -0.4 -0.2 0.5
C -3.191204 1.042189 2.080249 0.4 1.1 -1.0
C -2.456394 1.846319 3.159309 -1.6 0.7 1.4
C -3.230444 1.428929 4.441669 1.5 -0.7 2.2
C -2.357464 1.351129 5.722919 -0.7 -0.3 -0.2
C -1.177104 2.268209 5.656329 2.1 -0.7 -0.5
C -0.249694 2.098189 4.310679 -0.4 0.1 1.5
N -1.011764 1.510749 3.215769 -3.7 -1.7 3.4
O -0.399244 1.604569 2.042489 1.1 0.8 -2.0
C 0.435346 3.466959 3.986399 0.1 -0.4 0.1
C 0.779656 0.996799 4.536299 1.5 0.6 0.3
C -2.654264 3.389419 3.102669 -0.6 0.1 -0.9
H -2.732914 1.258519 1.115229 0.2 -0.7 -0.1
H -4.216694 1.377269 1.924769 -0.1 0.3 0.5
H -3.276594 -0.010501 2.349799 0.6 0.0 -0.3
H -3.929774 2.166619 4.835189 -0.6 0.0 -1.3
H -3.656404 0.426719 4.394529 -0.5 0.2 -0.5
H -2.086234 0.339399 6.024489 0.6 -0.3 -0.8
H -3.015724 1.548769 6.568939 0.0 0.7 0.2
H -0.540064 1.921399 6.469959 0.5 0.2 0.0
H -1.330364 3.319269 5.901039 -0.5 0.0 -0.5
H 0.867886 3.981579 4.844409 -0.1 -0.5 0.4
H 1.295526 3.286339 3.341759 -0.1 0.2 -0.3
H -0.223724 4.225519 3.564119 0.0 -0.3 -0.3
H 1.466546 0.898609 3.695669 -0.4 0.2 -0.5
H 1.518496 1.279479 5.286169 -0.3 -0.2 0.7
H 0.341566 0.009869 4.685109 -0.2 0.2 0.4
H -1.870004 3.826999 2.484969 -0.5 0.5 -0.2
H -2.799604 3.948029 4.027299 1.3 -0.5 0.7
H -3.654534 3.662889 2.766829 0.0 -0.4 -1.2
H -0.350814 2.560489 1.968559 0.6 0.7 -1.6
C -8.046964 -2.062801 -0.221141 1.7 -0.5 0.6
C -7.385574 -2.923441 -1.326251 -0.8 -1.8 -0.7
C -7.409034 -2.222831 -2.719481 -0.1 2.6 0.9
C -6.253154 -1.135871 -2.856781 -1.4 -0.3 1.8
C -4.984634 -1.894901 -2.675131 0.8 -0.3 -1.5
C -4.745164 -2.688911 -1.378861 -0.8 0.6 1.2
N -6.013124 -3.392481 -0.975751 -0.9 1.2 -1.6
O -5.937354 -4.167701 0.186519 -0.1 0.6 0.5
C -3.802284 -3.840401 -1.578951 2.0 -0.2 -1.3
C -4.029384 -1.643131 -0.343681 -0.7 -1.4 0.2
C -8.291014 -4.240991 -1.499781 0.6 0.3 0.1
H -8.042244 -2.704751 0.659759 -0.6 -0.2 0.1
H -9.032854 -1.632991 -0.398271 0.2 -0.1 -0.2
H -7.304714 -1.337061 0.111229 -0.2 0.7 -0.4
H -7.564174 -2.758781 -3.655851 0.8 -0.9 0.3
H -8.387644 -1.752561 -2.623271 -0.1 0.6 -0.3
H -6.253324 -0.383471 -2.068111 -0.8 0.0 0.5
H -6.251744 -0.502651 -3.743981 -0.1 -0.6 -0.4
H -4.158234 -1.196311 -2.805961 0.3 -0.2 0.0
H -5.038034 -2.477891 -3.594571 0.9 -1.0 0.2
H -3.647044 -4.587711 -0.800791 -0.3 0.5 0.5
H -3.979364 -4.432221 -2.477001 -0.7 0.1 -0.2
H -2.813674 -3.441501 -1.806151 0.3 0.0 0.2
H -4.326304 -0.598661 -0.248681 -0.6 0.0 -0.7
H -4.140514 -2.019811 0.673109 0.1 -0.3 0.1
H -2.961494 -1.643071 -0.562111 0.0 -0.1 -0.1
H -8.125234 -4.897811 -0.645851 0.3 -0.2 -0.1
H -8.067754 -4.729891 -2.448061 0.5 -0.2 0.2
H -9.378444 -4.176111 -1.537161 -0.1 1.0 0.2
H -5.892724 -5.074761 -0.124681 0.1 -0.1 -0.1
C 4.328736 -2.647451 2.438279 -0.7 0.7 0.2
C 3.296406 -2.645901 1.234169 0.5 0.8 0.3
C 3.188786 -4.114671 0.717529 0.7 -1.1 0.9
C 2.372466 -5.173641 1.622429 0.2 2.9 -1.5
C 0.914426 -4.600731 1.698969 1.6 0.4 0.6
C 0.905896 -3.073901 2.271759 0.1 -0.6 0.5
N 1.942296 -2.190871 1.614179 -1.3 -2.2 -1.0
O 1.760066 -0.834791 1.907919 0.2 -1.1 0.0
C -0.498874 -2.485801 1.956259 0.6 -0.3 -0.1
C 1.139496 -3.255591 3.825479 0.0 -0.4 -0.3
C 3.901356 -1.643591 0.128559 0.0 -1.8 1.0
H 4.553216 -1.631511 2.763199 0.0 0.3 -0.3
H 5.291546 -3.102451 2.205739 -0.2 -0.1 -0.3
H 3.940236 -3.090261 3.355389 -0.1 -0.5 -0.2
H 3.016456 -4.246681 -0.350641 -0.6 0.4 0.0
H 4.200976 -4.501501 0.835499 0.3 0.2 -0.3
H 2.970336 -5.202991 2.533359 -0.6 -0.1 0.5
H 2.458906 -6.140591 1.126789 -0.3 0.0 0.0
H 0.349646 -5.215991 2.399379 -0.4 0.2 0.0
H 0.495666 -4.742211 0.702609 -0.2 0.5 0.0
H -0.738504 -1.465591 2.255979 0.8 0.4 0.0
H -0.522994 -2.589991 0.871519 -0.8 0.1 0.0
H -1.306624 -3.000451 2.476619 0.1 -0.8 -0.3
H 0.273676 -3.016081 4.442819 0.0 0.6 -0.1
H 1.265676 -4.317381 4.037079 0.3 -0.1 0.0
H 2.047036 -2.781141 4.198799 -0.2 0.3 0.0
H 3.707356 -0.588751 0.322899 -0.3 -0.2 0.0
H 3.617876 -1.975801 -0.870131 -0.2 0.4 0.0
H 4.982156 -1.766731 0.197929 0.1 0.1 -0.1
H 2.018036 -0.773461 2.830579 0.2 0.9 0.4
```
Forces are in eV/Å.

Here are the Löwdin charges for atoms 1 to 4, given in e:
1. V 1.0898
2. O 0.1086
3. C -0.4013
4. O 0.2643

***

[2]
Below is a 3-piece molecular cluster, C25H48FN2O9 overall at a distorted geometry, with properties calculated with ωB97M-V with the def2-TZVPD basis set.

Properties
E_HOMO = -0.38466 hartree
LUMO energy = -4.77 eV
net charge = +1
orbital gap = 0.210 Eh

XYZ file:
```
85
Properties=species:S:1:pos:R:3:forces:R:3
C 2.404737 -1.156228 2.301273 -1.0 -0.4 0.4
C 0.916104 -0.946600 1.789958 -0.1 -0.1 -0.2
C 0.290798 -2.252837 1.111346 -0.8 1.6 -0.3
C -1.166320 -2.534626 1.667574 1.7 -2.6 -0.1
O -2.137460 -1.855099 0.825323 0.6 0.0 0.5
N -3.394614 -1.930712 1.304860 -4.0 0.7 1.1
C -3.966540 -3.022149 1.923908 -1.9 -0.7 0.8
C -5.361998 -3.057906 2.389186 0.6 2.3 -1.1
C -6.212570 -1.872750 2.172537 2.6 0.6 -1.0
C -7.708696 -1.798407 2.574462 -1.2 -0.6 -0.3
O -8.176633 -2.201258 3.591602 1.2 0.1 -0.3
O -8.574377 -1.233887 1.605058 2.4 1.0 0.4
N -9.261072 -2.245220 0.930190 -1.4 -1.1 -0.9
C -5.578136 -0.704975 1.505465 0.4 -3.2 0.9
C -4.185990 -0.794798 1.096499 -0.7 1.1 -0.7
C -3.565478 0.455915 0.356695 -0.6 -0.6 1.0
C -3.073508 1.494124 1.464271 -0.5 0.5 -0.2
C -3.553771 2.937053 1.003518 0.0 -1.4 0.2
F -2.800009 3.237679 -0.156659 -0.6 0.2 1.1
H 2.548796 -2.271837 2.415368 0.3 1.3 -0.2
H 3.138553 -0.701823 1.586870 -0.5 -0.6 0.9
H 2.503666 -0.723591 3.337657 0.2 -0.2 -1.2
H 0.906847 -0.093750 1.054116 -0.1 -0.9 0.7
H 0.212561 -0.652560 2.626532 1.0 -0.2 -0.7
H 0.145804 -2.034282 0.009240 0.3 -0.5 1.1
H 0.966654 -3.143528 1.207478 -0.9 0.8 0.1
H -1.275271 -2.340585 2.766705 -0.2 0.4 -1.0
H -1.326257 -3.649617 1.528166 0.0 1.2 0.2
H -3.381339 -3.957845 2.083364 -0.3 1.2 -0.3
H -5.785808 -3.962736 2.894690 0.7 0.9 -0.6
H -8.934373 -2.307466 -0.045430 0.3 0.4 0.6
H -10.221151 -1.883725 0.843069 0.5 -0.3 0.3
H -6.236548 0.177356 1.326838 1.1 -0.7 -0.1
H -4.437391 0.926144 -0.180611 1.0 -0.6 0.4
H -2.780840 0.170716 -0.385531 -0.7 0.2 0.8
H -1.962386 1.480155 1.605086 -0.9 0.0 -0.3
H -3.524660 1.231066 2.466556 0.3 0.4 -1.1
H -4.633116 2.872693 0.681538 1.0 0.2 0.4
H -3.450714 3.695462 1.822232 0.3 -0.5 -1.0
C -2.403507 -0.463435 -7.742245 -0.2 0.2 0.0
O -2.795312 -0.174556 -6.411545 0.4 -0.2 0.0
C -2.588773 -1.252102 -5.510945 -0.1 0.4 0.1
C -1.897249 -0.793340 -4.231918 0.0 -0.2 0.1
O -0.546251 -0.370056 -4.380343 -0.2 0.2 0.0
C -0.307893 0.847305 -5.091246 0.2 0.1 0.0
C -0.834192 2.111970 -4.425098 -0.2 -0.2 -0.3
O -2.255000 2.153513 -4.450185 0.1 -0.3 0.5
C -2.837461 2.598530 -3.241602 0.0 0.1 -0.4
H -3.200564 -1.007597 -8.259802 0.1 -0.1 -0.1
H -2.230555 0.484506 -8.254908 -0.1 0.0 0.1
H -1.472775 -1.038876 -7.774970 -0.1 0.0 0.0
H -2.004150 -2.054561 -5.974036 0.0 0.1 0.0
H -3.576023 -1.652524 -5.252806 0.1 -0.2 0.2
H -1.852856 -1.660748 -3.563948 0.1 -0.1 -0.1
H -2.487957 -0.044092 -3.704916 -0.1 0.2 -0.2
H -0.652753 0.766165 -6.120410 -0.2 0.1 0.0
H 0.780872 0.937297 -5.144898 0.0 0.0 0.1
H -0.470092 2.984895 -4.975294 0.3 0.0 0.0
H -0.452023 2.158103 -3.399552 -0.1 0.0 0.0
H -2.282367 2.251380 -2.364839 0.1 0.1 0.0
H -3.848450 2.191558 -3.184911 0.0 0.1 -0.1
H -2.894987 3.691515 -3.238184 0.0 0.0 0.3
C 6.326713 3.795876 2.287111 0.3 0.0 0.1
O 7.007194 2.747565 2.950827 -0.5 -0.1 -0.2
C 6.200362 2.048062 3.888268 0.4 -0.1 -0.1
C 6.326939 0.537665 3.726130 -0.1 0.0 0.2
O 5.782599 -0.000508 2.523065 0.2 0.1 -0.1
C 6.452562 0.316564 1.301435 -0.1 -0.1 -0.1
C 7.859297 -0.250423 1.153507 0.0 0.4 0.2
O 8.767199 0.390753 2.037333 -0.2 -0.4 0.2
C 9.673543 -0.491229 2.674355 0.1 0.3 -0.2
H 6.324023 4.697066 2.909714 -0.2 0.0 -0.1
H 6.860082 4.008036 1.358496 0.1 0.0 0.1
H 5.300207 3.513828 2.029332 0.0 0.0 0.1
H 5.146573 2.337490 3.803476 0.0 0.0 -0.1
H 6.552061 2.324511 4.888214 -0.2 -0.1 0.1
H 5.745439 0.079137 4.532538 -0.1 0.0 -0.1
H 7.352050 0.204070 3.876054 0.1 0.2 -0.1
H 6.435236 1.390085 1.120624 0.2 0.1 0.1
H 5.837063 -0.131100 0.514625 0.0 -0.1 0.1
H 8.211692 -0.070846 0.132786 -0.2 -0.1 -0.2
H 7.827191 -1.330845 1.329513 0.0 0.0 0.0
H 9.209977 -1.452234 2.918589 0.0 0.0 -0.1
H 9.996363 -0.025588 3.605519 0.0 0.1 -0.1
H 10.548461 -0.650351 2.036086 0.0 -0.2 0.1
```
Forces are in eV/Å.

Here are the Löwdin charges for atoms 1 to 4, given in e:
1. C -0.0978
2. C -0.2414
3. C -0.1441
4. C -0.1571

***

no.,DFT total energy (eV),M (u)
1,-171267.7902,1456.95
2,-50812.5396,539.66